(A)
A cluster of 2 separate species, C9H14 in total, computed with ωB97M-V/def2-TZVPD.

Output
- SMILES = Cc1ccccc1.CC
- net charge = 0
- LUMO energy (eV) = 1.062
- frontier orbital gap (eV) = 10.136

Geometry as XYZ:
```
23
Properties=species:S:1:pos:R:3:mulliken_charge:R:1
C 1.526 1.476 -1.149 -1.357
C 1.504 0.105 -0.512 0.686
C 0.879 -0.104 0.721 -0.680
C 0.712 -1.398 1.185 -0.260
C 1.037 -2.515 0.433 -0.481
C 1.743 -2.317 -0.744 -0.423
C 1.947 -1.020 -1.183 -0.330
H 0.832 2.114 -0.600 0.302
H 1.093 1.278 -2.133 0.321
H 2.453 2.040 -1.220 0.357
H 0.670 0.709 1.390 0.474
H 0.174 -1.492 2.124 0.321
H 0.627 -3.467 0.740 0.371
H 2.055 -3.182 -1.314 0.365
H 2.332 -0.861 -2.187 0.321
C -2.150 0.736 -0.096 -0.516
C -2.724 1.394 1.185 -0.935
H -2.987 0.207 -0.464 0.399
H -1.789 1.501 -0.761 0.216
H -1.267 0.123 0.046 -0.010
H -2.904 2.451 1.014 0.254
H -2.069 1.224 2.041 0.290
H -3.693 1.001 1.484 0.317
```


(B)
A cluster of 2 separate species, C9H14 in total, computed with ωB97M-V/def2-TZVPD.

Output
- SMILES = Cc1ccccc1.CC
- net charge = 0
- LUMO energy (eV) = 1.010
- frontier orbital gap (eV) = 10.017

Geometry as XYZ:
```
23
Properties=species:S:1:pos:R:3:mulliken_charge:R:1
C 0.864 -2.388 -0.847 -1.402
C 0.544 -1.360 0.206 0.870
C -0.227 -1.575 1.335 -0.649
C -0.288 -0.515 2.263 -0.306
C 0.342 0.695 2.044 -0.445
C 0.919 0.972 0.809 -0.475
C 0.960 -0.053 -0.121 -0.517
H 1.948 -2.539 -0.858 0.313
H 0.584 -2.174 -1.881 0.323
H 0.376 -3.350 -0.651 0.369
H -0.669 -2.560 1.408 0.355
H -0.698 -0.667 3.254 0.349
H 0.442 1.222 2.986 0.353
H 1.249 1.956 0.517 0.427
H 1.417 0.080 -1.094 0.410
C -1.076 1.968 -2.833 -0.997
C -1.454 1.687 -1.373 -0.228
H -0.052 2.334 -2.899 0.302
H -1.201 1.089 -3.471 0.261
H -1.717 2.721 -3.279 0.355
H -2.281 1.018 -1.140 0.298
H -1.722 2.681 -1.000 0.294
H -0.644 1.390 -0.691 -0.261
```


(C)
A cluster of 2 separate species, C9H14 in total, computed with ωB97M-V/def2-TZVPD.

Output
- SMILES = Cc1ccccc1.CC
- net charge = 0
- LUMO energy (eV) = 1.028
- frontier orbital gap (eV) = 10.031

Geometry as XYZ:
```
23
Properties=species:S:1:pos:R:3:mulliken_charge:R:1
C 2.972 1.396 2.592 -1.442
C 1.701 0.825 1.983 1.086
C 1.288 1.338 0.772 -0.537
C 0.093 0.832 0.245 -0.307
C -0.527 -0.279 0.747 -0.889
C -0.096 -0.704 1.966 -0.179
C 0.919 -0.195 2.681 -0.710
H 3.345 2.286 2.187 0.390
H 3.808 0.694 2.497 0.272
H 2.788 1.617 3.644 0.350
H 1.902 2.004 0.111 0.254
H -0.301 1.227 -0.671 0.355
H -1.411 -0.610 0.373 0.618
H -0.618 -1.562 2.359 0.340
H 1.254 -0.568 3.653 0.358
C -2.054 -1.562 -2.667 -0.348
C -2.216 -0.498 -3.622 -0.886
H -1.155 -2.301 -2.744 0.254
H -1.903 -1.217 -1.574 -0.105
H -2.993 -2.113 -2.766 0.285
H -1.391 0.211 -3.726 0.307
H -2.348 -0.967 -4.665 0.270
H -3.057 0.144 -3.373 0.266
```


(D)
A cluster of 2 separate species, C9H14 in total, computed with ωB97M-V/def2-TZVPD.

Output
- SMILES = Cc1ccccc1.CC
- net charge = 0
- LUMO energy (eV) = 0.956
- frontier orbital gap (eV) = 9.909

Geometry as XYZ:
```
23
Properties=species:S:1:pos:R:3:mulliken_charge:R:1
C 0.246 1.292 0.503 -0.960
C 1.274 0.516 -0.296 0.822
C 2.160 -0.365 0.362 -0.415
C 3.250 -0.878 -0.308 -0.529
C 3.486 -0.510 -1.628 -0.345
C 2.572 0.264 -2.316 -0.479
C 1.449 0.762 -1.644 -0.367
H 0.538 1.247 1.554 0.411
H -0.722 0.778 0.477 -0.204
H 0.151 2.309 0.140 0.374
H 1.889 -0.476 1.406 0.307
H 3.842 -1.663 0.144 0.347
H 4.376 -0.823 -2.161 0.358
H 2.802 0.688 -3.286 0.334
H 0.748 1.377 -2.200 0.334
C -2.960 -0.216 0.768 -0.765
C -4.107 -0.833 1.537 -0.958
H -3.174 0.692 0.206 0.315
H -2.121 -0.016 1.435 0.247
H -2.479 -0.916 0.083 0.310
H -3.897 -1.896 1.717 0.277
H -5.045 -0.975 1.005 0.313
H -4.277 -0.359 2.502 0.275
```


Question: of the structures shown, which is the least stable? Reply: (C).